{
  "formula": "C97H186N9O21",
  "method": "wB97M-V/def2-TZVPD",
  "homo_ha": [-0.24433, -0.31695],
  "multiplicity": 10,
  "homo_lumo_gap_ev": [7.05, 8.61],
  "lumo_energy_ev": [0.4, 0.0],
  "species": ["C", "C", "C", "O", "C", "O", "O", "H", "H", "H", "H", "H", "H", "C", "C", "C", "O", "C", "O", "O", "H", "H", "H", "H", "H", "H", "C", "C", "C", "O", "C", "O", "O", "H", "H", "H", "H", "H", "H", "C", "C", "C", "O", "C", "O", "O", "H", "H", "H", "H", "H", "H", "C", "C", "C", "C", "C", "C", "N", "O", "C", "C", "C", "H", "H", "H", "H", "H", "H", "H", "H", "H", "H", "H", "H", "H", "H", "H", "H", "H", "H", "C", "C", "C", "C", "C", "C", "N", "O", "C", "C", "C", "H", "H", "H", "H", "H", "H", "H", "H", "H", "H", "H", "H", "H", "H", "H", "H", "H", "H", "C", "C", "C", "C", "C", "C", "N", "O", "C", "C", "C", "H", "H", "H", "H", "H", "H", "H", "H", "H", "H", "H", "H", "H", "H", "H", "H", "H", "H", "C", "C", "C", "C", "C", "C", "N", "O", "C", "C", "C", "H", "H", "H", "H", "H", "H", "H", "H", "H", "H", "H", "H", "H", "H", "H", "H", "H", "H", "C", "C", "C", "C", "C", "C", "N", "O", "C", "C", "C", "H", "H", "H", "H", "H", "H", "H", "H", "H", "H", "H", "H", "H", "H", "H", "H", "H", "H", "C", "C", "C", "C", "C", "C", "N", "O", "C", "C", "C", "H", "H", "H", "H", "H", "H", "H", "H", "H", "H", "H", "H", "H", "H", "H", "H", "H", "H", "C", "C", "C", "C", "C", "C", "N", "O", "C", "C", "C", "H", "H", "H", "H", "H", "H", "H", "H", "H", "H", "H", "H", "H", "H", "H", "H", "H", "H", "C", "C", "C", "C", "C", "C", "N", "O", "C", "C", "C", "H", "H", "H", "H", "H", "H", "H", "H", "H", "H", "H", "H", "H", "H", "H", "H", "H", "H", "C", "C", "C", "C", "C", "C", "N", "O", "C", "C", "C", "H", "H", "H", "H", "H", "H", "H", "H", "H", "H", "H", "H", "H", "H", "H", "H", "H", "H"],
  "xyz": [[-1.035, -2.812, 4.384], [-0.983, -4.301, 4.149], [-2.147, -4.936, 4.924], [-2.650, -5.908, 4.001], [-2.127, -5.750, 2.819], [-2.479, -6.333, 1.815], [-1.247, -4.718, 2.824], [-2.027, -2.455, 4.038], [-0.233, -2.251, 3.899], [-1.100, -2.645, 5.427], [-0.057, -4.836, 4.375], [-2.920, -4.158, 4.959], [-1.958, -5.465, 5.838], [0.353, -8.726, -0.929], [-0.548, -8.106, 0.114], [-1.480, -9.125, 0.745], [-1.140, -8.988, 2.205], [-0.252, -8.019, 2.396], [0.142, -7.727, 3.433], [0.196, -7.565, 1.238], [0.670, -9.760, -0.556], [1.140, -8.027, -1.215], [-0.244, -9.002, -1.830], [-1.035, -7.289, -0.361], [-1.350, -10.165, 0.504], [-2.480, -8.696, 0.580], [-0.090, -1.618, -1.148], [0.579, -0.277, -1.005], [0.544, 0.654, -2.178], [-0.527, 1.543, -1.816], [-0.713, 1.505, -0.492], [-1.443, 2.299, 0.053], [-0.018, 0.521, 0.020], [-0.954, -1.626, -1.832], [-0.246, -2.290, -0.319], [0.633, -2.114, -1.783], [1.616, -0.429, -0.614], [0.271, 0.190, -3.112], [1.490, 1.182, -2.376], [-0.696, -6.030, -3.353], [-0.799, -5.043, -4.496], [-0.349, -3.663, -3.908], [1.084, -3.849, -4.069], [1.374, -4.728, -5.081], [2.484, -4.898, -5.464], [0.235, -5.295, -5.462], [0.286, -5.945, -2.921], [-0.789, -7.070, -3.819], [-1.411, -5.918, -2.572], [-1.710, -5.048, -4.981], [-0.545, -3.545, -2.850], [-0.524, -2.768, -4.455], [-3.881, -0.976, -4.233], [-4.300, -1.222, -2.820], [-5.801, -1.126, -2.563], [-6.297, -1.689, -1.281], [-6.107, -3.082, -1.105], [-4.525, -3.508, -1.192], [-3.765, -2.431, -2.051], [-2.612, -2.994, -2.582], [-3.755, -3.266, 0.200], [-4.178, -4.962, -1.550], [-3.534, -0.192, -1.982], [-2.854, -0.973, -4.604], [-4.417, -0.032, -4.508], [-4.474, -1.693, -4.760], [-6.053, -0.035, -2.564], [-6.444, -1.540, -3.396], [-7.390, -1.415, -1.331], [-5.868, -1.164, -0.416], [-6.763, -3.530, -1.810], [-6.417, -3.393, -0.123], [-2.730, -3.705, -0.025], [-3.462, -2.223, 0.384], [-4.301, -3.803, 0.935], [-4.855, -5.547, -0.899], [-4.339, -5.243, -2.638], [-3.152, -5.164, -1.172], [-4.292, -0.037, -1.274], [-3.234, 0.788, -2.379], [-2.594, -0.497, -1.447], [2.044, -4.030, 0.666], [3.474, -4.065, 1.078], [3.801, -5.286, 2.010], [4.049, -6.576, 1.211], [5.123, -6.431, 0.246], [4.868, -5.413, -0.886], [4.097, -4.121, -0.403], [4.202, -3.112, -0.886], [6.158, -4.941, -1.605], [3.950, -6.171, -1.917], [3.928, -2.679, 1.711], [1.410, -3.777, 1.517], [1.785, -5.000, 0.198], [1.900, -3.205, 0.004], [4.658, -4.886, 2.580], [2.910, -5.453, 2.682], [3.130, -6.878, 0.749], [4.237, -7.393, 1.906], [5.368, -7.313, -0.356], [5.979, -5.979, 0.616], [6.655, -5.789, -2.017], [6.114, -4.144, -2.309], [6.826, -4.688, -0.771], [3.166, -6.587, -1.309], [3.496, -5.417, -2.579], [4.463, -6.902, -2.609], [3.597, -2.766, 2.774], [3.437, -1.824, 1.274], [5.031, -2.500, 1.791], [3.807, -1.093, 10.098], [3.007, -1.584, 8.811], [3.859, -1.057, 7.553], [3.701, -2.036, 6.435], [4.253, -3.418, 6.764], [3.423, -4.124, 7.915], [3.020, -3.103, 8.958], [2.535, -3.596, 9.974], [2.135, -4.677, 7.344], [4.298, -5.236, 8.559], [1.624, -1.059, 8.786], [4.434, -0.200, 9.933], [4.362, -2.007, 10.373], [3.085, -0.939, 10.908], [3.548, -0.011, 7.324], [4.829, -1.102, 7.989], [4.331, -1.705, 5.634], [2.715, -1.953, 6.031], [5.274, -3.293, 7.084], [4.240, -4.104, 5.953], [2.462, -5.591, 6.853], [1.396, -4.917, 8.119], [1.679, -3.894, 6.715], [5.279, -4.882, 8.870], [3.860, -5.581, 9.499], [4.458, -6.116, 7.912], [1.641, 0.035, 8.806], [0.964, -1.490, 9.551], [1.134, -1.319, 7.877], [-0.953, 5.069, -2.961], [-2.576, 5.153, -2.758], [-2.775, 5.394, -1.272], [-4.177, 5.739, -0.876], [-4.535, 7.007, -1.718], [-4.295, 6.872, -3.218], [-2.974, 6.296, -3.446], [-2.458, 6.401, -4.649], [-5.501, 5.988, -3.874], [-4.406, 8.139, -4.021], [-3.014, 3.691, -3.199], [-0.739, 6.066, -2.546], [-0.564, 4.808, -3.928], [-0.575, 4.324, -2.255], [-2.406, 4.508, -0.686], [-2.195, 6.327, -0.995], [-4.222, 6.191, 0.157], [-4.859, 4.881, -0.977], [-3.856, 7.781, -1.240], [-5.613, 7.243, -1.451], [-5.802, 5.265, -3.114], [-6.446, 6.569, -4.095], [-5.104, 5.453, -4.689], [-3.518, 8.648, -3.696], [-4.528, 8.052, -5.083], [-5.208, 8.708, -3.543], [-4.049, 3.390, -2.879], [-2.339, 2.935, -2.755], [-2.976, 3.449, -4.247], [-1.606, 9.408, -1.204], [-1.190, 9.172, 0.323], [-2.449, 8.850, 1.168], [-2.117, 8.131, 2.429], [-1.411, 6.850, 2.304], [-0.053, 7.021, 1.507], [-0.387, 7.877, 0.302], [0.515, 7.888, -0.584], [1.036, 7.597, 2.454], [0.536, 5.766, 0.923], [-0.489, 10.405, 0.950], [-2.197, 8.636, -1.679], [-0.633, 9.656, -1.633], [-2.278, 10.321, -1.266], [-3.033, 9.748, 1.137], [-2.985, 8.084, 0.589], [-3.177, 8.041, 2.794], [-1.671, 8.742, 3.222], [-2.126, 6.091, 1.835], [-1.019, 6.351, 3.198], [0.668, 8.602, 2.758], [0.898, 6.918, 3.334], [2.020, 7.686, 2.009], [0.501, 4.883, 1.673], [0.247, 5.448, -0.108], [1.616, 6.055, 0.819], [-1.031, 11.365, 0.854], [0.521, 10.411, 0.484], [-0.462, 10.316, 2.037], [1.018, 3.066, -7.158], [-0.319, 2.316, -7.256], [-0.961, 2.735, -8.590], [-2.057, 1.771, -9.092], [-1.508, 0.298, -9.005], [-0.983, -0.212, -7.663], [0.020, 0.872, -7.103], [0.864, 0.611, -6.249], [-1.999, -0.514, -6.590], [-0.019, -1.231, -7.884], [-1.231, 2.893, -6.143], [1.729, 2.821, -7.912], [1.357, 2.945, -6.137], [0.789, 4.122, -7.315], [-1.332, 3.739, -8.393], [-0.316, 2.641, -9.425], [-2.136, 2.018, -10.173], [-3.036, 1.894, -8.582], [-0.760, 0.255, -9.804], [-2.117, -0.503, -9.451], [-2.911, 0.080, -6.641], [-2.288, -1.566, -6.736], [-1.581, -0.441, -5.612], [-0.494, -2.072, -8.338], [0.910, -0.888, -8.348], [0.191, -1.556, -6.881], [-1.350, 3.899, -6.428], [-0.648, 2.760, -5.224], [-2.201, 2.454, -5.917], [1.048, 2.880, 3.889], [1.656, 1.436, 4.102], [2.195, 0.776, 2.936], [3.474, 1.096, 2.222], [4.538, 0.916, 3.322], [4.337, 1.614, 4.592], [2.900, 1.415, 4.919], [2.636, 1.721, 6.220], [5.340, 1.218, 5.662], [4.299, 3.197, 4.326], [0.656, 0.609, 4.757], [1.221, 3.546, 4.777], [-0.062, 2.802, 3.804], [1.504, 3.376, 3.029], [2.250, -0.303, 3.170], [1.550, 0.642, 2.058], [3.429, 2.031, 1.779], [3.745, 0.361, 1.403], [5.484, 1.183, 2.807], [4.524, -0.185, 3.467], [5.013, 1.627, 6.658], [5.492, 0.147, 5.628], [6.226, 1.677, 5.284], [3.713, 3.357, 3.400], [3.842, 3.734, 5.113], [5.364, 3.486, 4.187], [1.158, -0.402, 4.858], [-0.175, 0.521, 4.023], [0.514, 1.015, 5.703], [2.982, -1.597, -5.466], [4.267, -1.422, -4.675], [5.354, -1.054, -5.584], [6.705, -0.565, -4.904], [6.207, 0.655, -4.104], [5.227, 0.207, -3.066], [4.108, -0.376, -3.708], [3.202, -0.711, -2.846], [5.877, -0.572, -1.837], [4.733, 1.547, -2.512], [4.524, -3.017, -4.118], [2.080, -1.451, -4.854], [3.024, -2.461, -6.087], [2.931, -0.818, -6.198], [5.584, -1.798, -6.376], [5.027, -0.188, -6.206], [7.377, -0.266, -5.643], [7.172, -1.303, -4.200], [5.695, 1.209, -4.898], [7.077, 1.321, -3.693], [5.180, -0.918, -0.992], [6.469, -1.362, -2.212], [6.540, 0.202, -1.424], [4.141, 1.933, -3.389], [4.179, 1.629, -1.596], [5.598, 2.170, -2.527], [5.577, -3.155, -4.095], [4.165, -3.579, -4.954], [4.018, -3.134, -3.134], [-7.370, 2.782, 2.261], [-5.789, 2.593, 2.585], [-5.668, 3.213, 3.892], [-4.286, 2.556, 4.632], [-3.329, 1.872, 3.676], [-4.126, 0.794, 3.091], [-5.378, 1.199, 2.544], [-6.222, 0.314, 2.143], [-3.289, 0.250, 1.869], [-4.208, -0.411, 4.034], [-5.239, 3.367, 1.458], [-7.397, 3.893, 2.135], [-8.153, 2.689, 2.957], [-7.511, 2.073, 1.390], [-5.549, 4.259, 3.813], [-6.577, 2.849, 4.302], [-4.543, 1.722, 5.346], [-3.768, 3.240, 5.307], [-2.494, 1.358, 4.184], [-2.690, 2.409, 2.965], [-3.071, 1.006, 1.133], [-2.373, -0.147, 2.261], [-3.837, -0.633, 1.574], [-3.946, -0.165, 5.090], [-5.168, -0.879, 4.225], [-3.531, -1.253, 3.638], [-5.594, 4.382, 1.420], [-5.405, 2.811, 0.498], [-4.201, 3.429, 1.662]],
  "lowdin_charge": [-0.006, -0.319, -0.047, 0.098, -0.574, 0.133, 0.081, 0.070, 0.079, 0.080, 0.154, 0.135, 0.140, -0.025, -0.322, -0.023, 0.070, -0.696, 0.199, 0.085, 0.112, 0.067, 0.095, 0.121, 0.124, 0.131, -0.009, -0.292, -0.064, 0.044, -0.599, 0.109, 0.088, 0.061, 0.088, 0.077, 0.157, 0.130, 0.132, -0.012, -0.254, -0.072, 0.008, -0.572, 0.147, 0.094, 0.081, 0.119, 0.056, 0.129, 0.084, 0.114, -0.038, -0.459, -0.144, -0.258, -0.132, -0.342, -0.040, -0.105, -0.008, -0.050, -0.017, 0.043, 0.117, 0.080, 0.140, 0.143, 0.148, 0.116, 0.109, 0.116, 0.087, 0.058, 0.071, 0.093, 0.105, 0.057, 0.049, 0.083, 0.088, -0.040, -0.394, -0.100, -0.191, -0.161, -0.388, -0.191, -0.008, -0.012, -0.019, -0.024, 0.088, 0.102, 0.053, 0.113, 0.132, 0.089, 0.122, 0.135, 0.092, 0.076, 0.040, 0.087, 0.040, 0.069, 0.110, 0.081, 0.045, 0.101, -0.016, -0.423, -0.128, -0.199, -0.098, -0.449, -0.179, -0.022, -0.029, -0.029, -0.043, 0.084, 0.084, 0.076, 0.099, 0.097, 0.082, 0.092, 0.114, 0.103, 0.085, 0.091, 0.077, 0.076, 0.076, 0.090, 0.099, 0.094, 0.061, 0.009, -0.449, -0.159, -0.190, -0.128, -0.471, -0.139, 0.007, 0.001, -0.045, -0.003, 0.079, 0.057, 0.065, 0.124, 0.117, 0.110, 0.098, 0.095, 0.143, 0.056, 0.102, 0.057, 0.072, 0.085, 0.093, 0.084, 0.061, 0.041, -0.012, -0.437, -0.153, -0.228, -0.129, -0.474, -0.131, -0.032, -0.011, -0.043, -0.022, 0.035, 0.076, 0.104, 0.122, 0.090, 0.131, 0.114, 0.136, 0.110, 0.073, 0.098, 0.085, 0.099, 0.082, 0.083, 0.092, 0.098, 0.060, -0.027, -0.459, -0.142, -0.154, -0.117, -0.483, -0.151, -0.022, -0.026, -0.066, -0.019, 0.081, 0.077, 0.092, 0.119, 0.104, 0.112, 0.109, 0.116, 0.124, 0.089, 0.108, 0.059, 0.097, 0.120, 0.075, 0.068, 0.085, 0.073, 0.016, -0.527, -0.189, -0.156, -0.159, -0.481, -0.068, -0.077, -0.007, 0.019, -0.034, 0.098, 0.082, 0.055, 0.120, 0.122, 0.081, 0.123, 0.139, 0.117, 0.108, 0.069, 0.078, 0.073, 0.065, 0.095, 0.096, 0.103, 0.069, -0.039, -0.443, -0.147, -0.132, -0.169, -0.522, -0.106, -0.003, 0.019, -0.040, 0.043, 0.085, 0.074, 0.059, 0.136, 0.124, 0.081, 0.111, 0.118, 0.158, 0.094, 0.041, 0.083, 0.109, 0.071, 0.061, 0.042, 0.039, 0.069, -0.019, -0.534, -0.058, -0.078, -0.186, -0.518, -0.123, -0.008, -0.006, -0.016, -0.052, 0.091, 0.053, 0.097, 0.108, 0.099, 0.107, 0.096, 0.118, 0.118, 0.063, 0.073, 0.054, 0.088, 0.080, 0.079, 0.076, 0.122, 0.070]
}